# 1
# C11H19CoNOP

A structure of composition C11H19CoNOP in a non-equilibrium geometry (ωB97M-V/def2-TZVPD, the OMol25 dataset).

Atoms and positions in Å:
C  -0.551  1.860  0.350
C  0.569  2.677  0.156
C  1.482  2.366  -0.853
C  1.236  1.205  -1.652
C  -0.155  0.751  -1.811
Co  0.376  0.407  -0.124
P  -1.651  -0.496  1.191
H  -1.352  2.116  1.063
H  0.635  3.617  0.711
H  2.296  3.038  -1.114
H  -0.464  0.020  -2.615
H  2.077  0.853  -2.296
H  -2.467  -1.383  0.418
H  -2.576  0.497  1.678
H  -1.456  -1.326  2.331
O  0.092  -1.740  0.354
C  0.094  -2.972  0.021
C  1.098  -3.581  -0.902
C  2.075  -4.522  -0.199
C  1.504  -5.888  0.145
C  0.300  -5.865  1.091
C  -0.932  -5.222  0.496
N  -0.857  -3.753  0.560
H  0.559  -4.071  -1.734
H  1.661  -2.749  -1.324
H  2.960  -4.662  -0.832
H  2.453  -4.060  0.720
H  1.214  -6.395  -0.786
H  2.300  -6.470  0.631
H  0.043  -6.899  1.337
H  0.554  -5.391  2.045
H  -1.134  -5.597  -0.521
H  -1.799  -5.471  1.124
H  -1.579  -3.246  1.043

The total charge is 0. The energy above the lowest of the compared OMol25 structures with the same formula, charge and spin is 64.4 kcal per mole. The calculation puts the HOMO energy (alpha / beta) at -0.1799 / -0.2815 Ha. Its LUMO energy (alpha / beta) is 0.0172 / 0.0158 hartree. As for the spin multiplicity: 5. Its expectation value of S² is 6.087.

These are the Löwdin partial charges, in e, on atoms 1 to 6: atom 1 (C): -0.274, atom 2 (C): -0.231, atom 3 (C): -0.181, atom 4 (C): -0.327, atom 5 (C): -0.099, atom 6 (Co): 0.357

***

# 2
# C24H33N3O2S2

The molecule C24H33N3O2S2 (ωB97M-V/def2-TZVPD, the OMol25 dataset).

Atoms and positions in Å:
C  -7.118  0.278  2.733
C  -6.021  1.333  2.696
O  -4.954  0.948  1.834
C  -4.033  0.115  2.347
O  -4.059  -0.285  3.487
C  -2.987  -0.242  1.367
C  -2.973  0.272  0.071
C  -1.976  -0.092  -0.806
C  -0.959  -0.967  -0.412
N  0.010  -1.304  -1.341
C  1.180  -1.999  -1.195
S  1.668  -2.929  -2.478
N  1.890  -1.897  -0.050
C  1.951  -0.659  0.703
C  3.190  0.176  0.360
C  3.248  0.520  -1.130
N  2.010  1.099  -1.622
C  1.956  1.062  -3.074
C  0.604  1.549  -3.585
C  0.311  2.965  -3.095
C  -1.069  3.435  -3.542
C  0.438  2.972  -1.573
C  1.810  2.459  -1.151
C  2.960  -2.851  0.187
C  3.071  -3.189  1.634
C  4.153  -3.082  2.449
C  3.897  -3.512  3.772
C  2.620  -3.933  3.943
S  1.704  -3.827  2.493
C  -0.993  -1.506  0.878
C  -1.993  -1.142  1.751
H  -7.482  0.077  1.728
H  -7.942  0.629  3.347
H  -6.729  -0.644  3.158
H  -5.623  1.497  3.703
H  -6.393  2.274  2.284
H  -3.748  0.955  -0.238
H  -1.976  0.298  -1.814
H  -0.266  -1.213  -2.310
H  1.953  -0.893  1.772
H  1.072  -0.061  0.474
H  4.101  -0.358  0.632
H  3.154  1.084  0.963
H  3.422  -0.400  -1.695
H  4.111  1.187  -1.311
H  2.118  0.030  -3.397
H  2.756  1.685  -3.517
H  0.601  1.513  -4.676
H  -0.177  0.881  -3.221
H  1.065  3.643  -3.512
H  -1.844  2.793  -3.128
H  -1.148  3.414  -4.626
H  -1.254  4.452  -3.204
H  0.294  3.982  -1.184
H  -0.329  2.327  -1.140
H  1.876  2.468  -0.061
H  2.593  3.134  -1.545
H  3.924  -2.473  -0.175
H  2.722  -3.748  -0.395
H  5.109  -2.715  2.119
H  4.633  -3.502  4.556
H  2.150  -4.303  4.833
H  -0.250  -2.226  1.181
H  -2.030  -1.556  2.747

The total charge is 0. The energy above the lowest of the compared OMol25 structures with the same formula, charge and spin is 0.0 kcal per mole. The calculation puts the HOMO energy at -0.2956 Ha. Its SMILES is CCOC(=O)c1ccc(NC(=S)N(CCCN2CCC(C)CC2)Cc2cccs2)cc1. Its LUMO energy is 0.0117 hartree.

These are the Löwdin partial charges, in e, on atoms 1 to 6: atom 1 (C): -0.062, atom 2 (C): -0.218, atom 3 (O): -0.015, atom 4 (C): -0.452, atom 5 (O): 0.108, atom 6 (C): -0.127

***

# 3
# C5H13N2

A cluster of 2 separate species, C5H13N2 in total in a non-equilibrium geometry (ωB97M-V/def2-TZVPD, the OMol25 dataset).

Atoms and positions in Å:
C  2.694  -0.179  -0.200
C  1.754  1.029  0.191
C  0.517  0.499  0.717
C  -0.626  0.510  -0.127
N  -1.893  0.449  0.127
C  -2.295  0.656  1.512
N  -1.144  -2.040  -1.901
H  3.206  0.030  -1.138
H  3.529  -0.146  0.502
H  2.335  1.727  0.790
H  1.464  1.565  -0.715
H  0.345  0.361  1.758
H  -0.390  0.855  -1.135
H  -1.608  -1.822  -1.030
H  -2.167  -0.273  2.084
H  -1.728  1.451  1.992
H  -3.347  0.920  1.571
H  -1.465  -1.443  -2.651
H  2.260  -1.170  -0.193
H  -1.440  -2.978  -2.152

The total charge is +1. The energy above the lowest of the compared OMol25 structures with the same formula, charge and spin is 120.6 kcal per mole. The calculation puts the HOMO energy at -0.4910 Ha. Its LUMO energy is -0.2843 hartree.

These are the Löwdin partial charges, in e, on atoms 1 to 6: atom 1 (C): -0.013, atom 2 (C): -0.167, atom 3 (C): 0.126, atom 4 (C): -0.153, atom 5 (N): 0.121, atom 6 (C): -0.066

***

# 4
# H2OP2

The molecule H2OP2 (ωB97M-V/def2-TZVPD, the OMol25 dataset).

Atoms and positions in Å:
O  0.221  1.643  0.010
P  -1.809  -0.839  0.010
P  0.101  0.174  0.022
H  0.637  -0.538  -1.072
H  0.851  -0.440  1.030

The total charge is 0. The energy above the lowest of the compared OMol25 structures with the same formula, charge and spin is 36.4 kcal per mole. The calculation puts the HOMO energy (alpha / beta) at -0.3535 / -0.3536 Ha. Its LUMO energy (alpha / beta) is -0.0900 / -0.0898 hartree.

Charges obtained by Löwdin population analysis, quoted in units of e: atom 1 (O): -0.521, atom 2 (P): 0.424, atom 3 (P): 0.191, atom 4 (H): -0.051, atom 5 (H): -0.043

***

# 5
# CHBaF3NO5S2

A structure of composition CHBaF3NO5S2 in a non-equilibrium geometry (ωB97M-V/def2-TZVPD, the OMol25 dataset).

Atoms and positions in Å:
O  1.252  0.018  0.372
Ba  0.153  -1.735  1.800
H  -1.318  -1.832  -0.850
N  -0.498  1.968  0.481
S  -1.876  0.994  0.736
O  -1.356  0.007  1.834
O  -2.826  1.945  1.385
S  0.793  1.360  -0.171
O  -0.551  -2.378  -0.349
O  1.942  2.272  -0.057
C  0.540  1.419  -2.028
F  -0.383  0.552  -2.430
F  0.124  2.629  -2.388
F  1.677  1.159  -2.663

The total charge is -1. The energy above the lowest of the compared OMol25 structures with the same formula, charge and spin is 0.0 kcal per mole. The calculation puts the HOMO energy at -0.1648 Ha. Its LUMO energy is 0.0566 hartree.

These are the Löwdin partial charges, in e, on atoms 1 to 6: atom 1 (O): -0.628, atom 2 (Ba): 1.843, atom 3 (H): -0.020, atom 4 (N): -0.406, atom 5 (S): 0.615, atom 6 (O): -0.928

***

# 6
# C7H17NO

A structure of composition C7H17NO (ωB97M-V/def2-TZVPD, the OMol25 dataset).

Atoms and positions in Å:
C  1.184  0.822  0.365
C  1.486  -0.568  0.167
C  1.243  1.347  1.793
C  1.694  1.807  -0.678
H  -0.090  0.839  0.125
H  2.121  -0.834  -0.675
H  0.218  -1.024  -0.166
H  1.668  -1.181  1.044
H  0.803  0.635  2.494
H  1.555  1.417  -1.687
H  2.280  1.514  2.098
H  0.710  2.296  1.889
H  2.761  2.001  -0.531
H  1.166  2.760  -0.615
C  -1.727  -1.795  0.777
C  -1.177  -0.986  -0.380
N  -1.254  -1.575  -1.708
C  -1.400  0.420  -0.374
O  -1.512  1.080  -1.582
H  -1.319  0.399  -2.253
H  -0.628  -2.364  -1.814
H  -2.194  -1.879  -1.939
H  -1.995  0.880  0.408
H  -1.166  -2.726  0.898
H  -2.782  -2.047  0.632
H  -1.643  -1.238  1.712

The total charge is 0. The energy above the lowest of the compared OMol25 structures with the same formula, charge and spin is 84.8 kcal per mole. The calculation puts the HOMO energy at -0.2794 Ha. Its LUMO energy is 0.0284 hartree.

These are the Löwdin partial charges, in e, on atoms 1 to 6: atom 1 (C): -0.509, atom 2 (C): -0.069, atom 3 (C): -0.071, atom 4 (C): -0.071, atom 5 (H): 0.100, atom 6 (H): 0.080

***

# 7
# C5H10N2

A structure of composition C5H10N2 in a non-equilibrium geometry (ωB97M-V/def2-TZVPD, the OMol25 dataset).

Atoms and positions in Å:
C  0.141  -0.798  -0.025
C  -2.193  -0.123  0.396
C  -0.448  0.461  0.246
N  0.030  -1.343  -1.306
C  2.027  -0.205  0.191
C  -0.253  1.748  0.435
N  2.609  0.920  0.043
H  0.056  -1.525  0.781
H  -0.476  -2.214  -1.367
H  0.141  -0.675  -2.059
H  3.631  0.864  0.144
H  2.648  -1.122  0.283
H  -2.347  -1.197  0.502
H  -2.665  0.250  -0.512
H  -2.573  0.383  1.283
H  0.761  2.148  0.415
H  -1.091  2.428  0.549

The total charge is 0. The energy above the lowest of the compared OMol25 structures with the same formula, charge and spin is 102.4 kcal per mole. The calculation puts the HOMO energy at -0.2826 Ha. Its LUMO energy is 0.0340 hartree.

These are the Löwdin partial charges, in e, on atoms 1 to 6: atom 1 (C): -0.336, atom 2 (C): -0.028, atom 3 (C): -0.264, atom 4 (N): 0.061, atom 5 (C): -0.125, atom 6 (C): 0.034

***

# 8
# C4H4O

The molecule C4H4O in a non-equilibrium geometry (ωB97M-V/def2-TZVPD, the OMol25 dataset).

Atoms and positions in Å:
C  0.861  0.946  0.385
C  1.057  1.351  -0.883
C  -0.569  -0.722  -0.521
C  0.089  -0.154  0.598
O  -0.100  -0.267  -1.670
H  1.373  1.625  1.008
H  -0.708  -1.785  -0.294
H  -1.617  -0.430  -0.164
H  -0.388  -0.563  1.541

The total charge is 0. The energy above the lowest of the compared OMol25 structures with the same formula, charge and spin is 79.8 kcal per mole. The calculation puts the HOMO energy (alpha / beta) at -0.2807 / -0.3796 Ha. Its LUMO energy (alpha / beta) is 0.0087 / -0.1083 hartree. As for the spin multiplicity: 3. Its expectation value of S² is 2.081.

These are the Löwdin partial charges, in e, on atoms 1 to 6: atom 1 (C): -0.247, atom 2 (C): 0.285, atom 3 (C): -0.420, atom 4 (C): -0.137, atom 5 (O): -0.006, atom 6 (H): 0.094